[1]
68
Properties=species:S:1:pos:R:3:lowdin_charge:R:1 method="wB97M-V/def2-TZVPD" e_homo_ha=-0.396 charge=+1 energy_ha=-6514.80453 homo_lumo_gap_ev=7.20 multiplicity=1
Sn -0.9215 1.0224 -0.1969 1.23
Br -4.0576 1.2692 0.1274 0.81
S 0.2448 -1.0317 -1.5720 0.65
S 2.6927 0.6028 -4.6897 0.69
S 2.2811 1.8966 0.9320 1.08
S 1.8145 1.8486 -2.1220 0.94
O -3.0950 -2.8931 1.5344 0.05
O 1.0602 0.7102 1.2822 -0.49
O -1.5983 1.7790 -2.4072 -0.24
O -3.5658 -3.3780 3.5497 0.10
O -5.1188 3.6403 4.6002 0.11
O 1.0016 -1.4612 6.9570 0.09
O 1.1276 1.7170 3.2686 0.08
O -0.4058 -3.0957 6.9389 0.10
O -1.5782 -0.4725 1.3735 -0.28
N 0.1381 -2.1356 6.4326 -0.35
N -0.4838 1.4250 -4.3429 0.17
N 3.8164 0.3141 -2.2157 -0.11
N 3.6459 0.5640 -0.9040 0.07
N -1.2059 3.5393 -3.7603 0.19
N -2.2884 2.4490 1.8609 -0.04
N -2.1374 -2.2030 -1.6595 0.11
N -1.3079 -1.4685 -3.6959 0.08
N -2.8752 -2.8142 2.7343 -0.35
C 4.9638 -0.4906 -2.5655 -0.20
C -1.7365 -2.0515 3.2135 -0.04
C -1.1592 -1.5937 -2.3696 -0.76
C 2.8839 0.8452 -3.0896 -1.06
C -3.2442 -2.7131 -2.2276 -0.01
C -4.1655 3.2772 3.7347 -0.30
C -3.3992 -2.6310 -3.5804 0.00
C 0.3671 -0.7315 4.4233 0.08
C 2.6402 1.3259 -0.6707 -0.92
C 5.6660 -0.2719 -3.7399 -0.05
C -1.9160 3.1077 2.9645 -0.10
C -2.8095 3.5441 3.9184 0.03
C 6.7977 -1.0306 -3.9994 -0.06
C 7.2313 -1.9868 -3.0951 -0.07
C -1.1171 2.2215 -3.4719 -0.69
C -2.3825 -1.9775 -4.2759 -0.06
C -4.5659 2.5928 2.5887 -0.02
C -0.0335 -0.3504 3.1598 -0.05
C -1.3169 -2.4215 4.4782 0.09
C -3.5770 2.2227 1.7104 -0.70
C 5.3875 -1.4478 -1.6510 -0.02
C -1.1346 -0.9632 2.4806 -0.25
C 0.7263 0.7950 2.6070 -0.54
C -0.2760 -1.7609 5.0773 -0.12
C 6.5235 -2.1911 -1.9191 -0.07
H -1.8126 -3.2292 4.9954 0.14
H -4.7470 4.0949 5.3647 0.13
H 7.3470 -0.8630 -4.9162 0.11
H 4.8319 -1.6013 -0.7375 0.11
H -1.7331 4.1258 -3.1404 0.12
H -0.3786 0.4473 -4.1140 0.05
H -0.0304 1.7867 -5.1617 0.09
H 1.1932 -0.2261 4.9036 0.14
H -2.0429 -2.2555 -0.6400 0.13
H -2.4414 -1.8531 -5.3519 0.13
H 5.3514 0.4852 -4.4397 0.07
H -3.9603 -3.1647 -1.5574 0.15
H -4.2653 -3.0391 -4.0777 0.12
H -0.9029 3.9178 -4.6395 0.11
H -5.6088 2.3698 2.4143 0.13
H 6.8560 -2.9303 -1.2022 0.11
H -0.8530 3.2800 3.0834 0.11
H -2.4610 4.0782 4.7940 0.13
H 8.1210 -2.5662 -3.3036 0.11



[2]
40
Properties=species:S:1:pos:R:3:lowdin_charge:R:1 method="wB97M-V/def2-TZVPD" e_homo_ha="-0.310 / -0.309" energy_ha=-7453.92189 homo_lumo_gap_ev="7.01 / 6.98" multiplicity=1 e_above_lowest_ev=0.4853
Se -4.4949 4.7801 0.9483 0.79
Ge -1.4709 -1.5853 0.6844 0.92
Ni -0.2183 0.4087 0.5882 0.03
S -3.1429 2.1623 0.0224 0.97
S 0.6839 2.4117 1.5752 0.73
N -1.7609 4.5075 3.8516 0.23
N -1.5331 1.7809 0.3901 -0.40
N -0.6352 5.9039 -0.0778 0.22
C -0.8902 2.7073 1.0582 -0.84
C -1.8077 -2.1483 -1.1810 -0.36
C -1.7318 4.2939 2.7290 -0.20
C -1.1068 5.0736 0.5512 -0.18
C 0.1327 -2.4477 1.4064 -0.35
C 0.9347 -0.3343 -3.3138 -0.10
C -0.6530 -1.9405 -2.1534 -0.30
C 3.7717 -1.1148 0.9053 -0.10
C 1.2924 -1.6069 0.8910 -0.33
C 2.6520 -1.9707 1.4728 -0.25
C -3.1193 3.7059 0.7726 -1.08
C -1.6956 3.9807 1.3104 -0.51
C -0.1835 -0.4978 -2.2948 -0.29
H 0.6080 -0.6565 -4.3033 0.08
H 2.8375 -3.0296 1.2736 0.12
H 2.6092 -1.8680 2.5601 0.12
H 1.2585 0.7023 -3.3900 0.07
H -1.0305 0.1516 -2.5405 0.12
H -2.7472 -1.8595 1.4850 -0.06
H 0.1026 -2.4401 2.4977 0.07
H 4.7368 -1.3812 1.3331 0.07
H 3.8450 -1.2301 -0.1768 0.07
H -2.7020 -1.6290 -1.5321 0.06
H 1.3487 -1.6530 -0.1990 0.09
H 3.5989 -0.0581 1.1119 0.07
H 0.1866 -0.1119 -1.3166 0.05
H 1.1337 -0.5024 1.1596 0.05
H 0.2145 -3.4939 1.1021 0.07
H 1.8001 -0.9399 -3.0415 0.07
H -0.9527 -2.2917 -3.1469 0.11
H 0.1983 -2.5691 -1.8709 0.10
H -2.0691 -3.2100 -1.1417 0.06



[3]
27
Properties=species:S:1:pos:R:3:lowdin_charge:R:1 method="wB97M-V/def2-TZVPD" e_homo_ha=-0.310 energy_ha=-465.76500 homo_lumo_gap_ev=9.24 smiles=Cc1ccc(O)cc1.CCC multiplicity=1 e_above_lowest_ev=3.6137
O -0.4978 1.3424 2.6820 0.00
C -1.2488 0.6505 0.5351 0.03
C -0.8214 -2.8085 -1.1024 -0.05
C 1.6343 1.1579 -1.7667 -0.29
C -0.9787 -1.6720 -0.0336 -0.25
C -0.8867 0.2662 1.8689 -0.26
C -0.6799 -1.0924 2.2538 -0.04
C 2.6634 1.9001 -0.8653 -0.08
C -0.8019 -2.0476 1.3193 -0.07
C 1.3191 1.8533 -3.1119 -0.11
C -1.1821 -0.3799 -0.4768 -0.04
H 0.2925 1.1458 3.1958 0.10
H -0.3691 -1.3088 3.3284 0.14
H 2.2080 1.7408 -3.7300 0.06
H -1.0790 1.5956 0.2922 0.06
H 2.1946 2.0547 -0.0701 -0.04
H -0.8284 -3.8335 -0.6844 0.07
H 0.5256 1.4104 -3.8519 0.11
H 0.0655 -2.6659 -1.6908 0.06
H -1.6447 -2.7838 -1.8584 0.08
H 1.1419 2.7898 -2.8213 0.01
H 0.6689 0.9966 -1.2603 0.06
H -1.4422 -0.1978 -1.4013 0.06
H 2.9952 2.9209 -1.3342 0.11
H -0.5676 -3.0889 1.3419 0.10
H 3.6771 1.3252 -0.7853 0.11
H 2.0393 0.1950 -1.8481 0.07



[4]
14
Properties=species:S:1:pos:R:3:lowdin_charge:R:1 method="wB97M-V/def2-TZVPD" e_homo_ha=-0.372 energy_ha=-453.02758 homo_lumo_gap_ev=10.82 multiplicity=1 e_above_lowest_ev=4.7197
O 1.4729 -0.2220 0.6896 0.12
O -0.9629 1.7960 2.3166 0.00
O -0.4890 -0.5747 -0.2715 -0.02
N -0.5627 1.9078 0.0964 0.14
N -0.8916 1.3628 1.1783 -0.34
C 0.8372 -0.5422 -0.2778 -0.59
C -1.2567 -0.2884 0.8498 0.02
C 1.3045 -1.1158 -1.5374 0.02
H -0.9835 -0.7495 1.7763 0.12
H -2.2983 -0.3800 0.7173 0.11
H 0.5079 -0.9611 -2.2843 0.09
H 2.2431 -0.8370 -2.0636 0.10
H 1.2643 -2.2591 -1.3055 0.14
H -0.1850 2.8632 0.1159 0.10



[5]
103
Properties=species:S:1:pos:R:3:lowdin_charge:R:1 method="wB97M-V/def2-TZVPD" e_homo_ha=-0.305 energy_ha=-9135.02532 homo_lumo_gap_ev=8.24 multiplicity=1 e_above_lowest_ev=60.3256
Cl 3.0133 2.7852 1.4266 0.78
Cl 0.3682 -4.7049 1.0602 0.84
Cl 0.5624 -1.7946 2.7668 0.81
Cl 3.2539 -5.2187 3.0116 0.62
Cl 0.5598 1.1030 3.2864 0.89
Cl 2.3247 -2.4602 0.6339 0.93
Cl -1.6284 -3.0881 -0.9108 0.83
Cl -3.2552 0.7294 3.0179 0.87
Cl -1.2226 3.0383 1.6038 0.89
Cl 0.1703 -0.3194 -0.8948 1.11
Cl -5.3485 -0.3025 0.3094 0.73
Cl 1.5989 1.9081 -0.4341 0.86
Cl -0.0376 -2.4582 -2.9077 0.86
Cl 0.5222 5.0469 0.4164 0.72
Cl -4.2919 2.4856 -1.3250 0.62
Cl -1.9213 -1.5593 1.5999 0.86
O -2.0310 0.2263 -1.1263 -0.21
O 4.2726 -1.4156 -3.8941 0.15
O -1.7304 0.2490 -3.2591 0.10
O 5.5694 1.9573 -0.9480 0.13
O 4.1043 0.7803 0.3026 -0.05
O 3.7175 0.9039 -1.8491 0.08
O 2.2049 -0.6811 -3.3009 -0.12
O 3.1732 0.1889 -5.0532 0.10
O -1.3489 2.0958 -2.0369 0.04
C 0.1364 4.2621 -1.1099 -0.48
C 3.1918 -0.2758 0.1154 -0.34
C -2.0390 1.6758 3.8228 -0.58
C -1.6791 0.9660 -2.1293 -0.64
C 1.4293 3.3226 1.9850 -0.80
C -3.4572 -1.5050 -0.7961 -0.29
C 1.2749 -2.2939 -1.7600 -0.62
C -2.2178 -1.1004 -1.5518 -0.54
C 1.3312 0.2939 -3.8564 -0.23
C -3.8186 0.5177 0.6327 -0.77
C 0.6488 1.0335 -2.6922 -0.19
C -1.1071 -3.9023 1.6298 -0.60
C 2.1562 1.1658 -4.7682 -0.04
C 1.8461 -4.2876 2.5811 -0.97
C 0.9693 -2.9308 -0.4085 -0.67
C 4.5226 1.3264 -0.8168 -0.56
C 2.7808 -0.0137 -1.3438 -0.35
C -1.9982 3.0945 3.1761 -0.48
C -0.6495 -0.2346 1.6950 -0.67
C 3.2893 -0.6904 -4.0593 -0.54
C -2.1673 -4.0263 0.5502 -0.45
C -2.2431 -1.0568 -3.0428 -0.12
C 0.9873 2.8072 3.3196 -0.50
C 1.7999 -2.9781 3.3952 -0.44
C 0.0289 2.7179 -0.9771 -0.46
C -0.5935 0.5760 0.4072 -0.46
C -3.9872 2.0104 0.4133 -0.58
C 2.0299 -0.1137 1.1498 -0.34
H 0.0580 -2.5828 0.0779 -0.04
H -1.5793 -1.7907 -3.4999 -0.01
H -3.5680 0.2759 1.6656 -0.24
H -3.0917 2.5160 0.7746 -0.02
H 0.3196 -0.7004 1.8736 -0.23
H 1.5018 -3.1606 4.4277 0.08
H -3.2749 -1.1125 -3.3900 0.15
H 1.6350 1.3515 -5.7073 0.14
H 0.6586 3.0528 1.2629 -0.13
H 0.1001 3.3097 3.7050 0.03
H 1.5268 -1.2443 -1.6085 -0.04
H -0.0718 1.7560 -3.0755 0.12
H -0.6994 4.7190 -1.6398 0.09
H -0.9125 -2.8958 2.0001 -0.14
H 0.8869 -4.0144 -0.4939 -0.01
H -1.3626 -1.6734 -1.1935 -0.15
H 2.7337 -2.4159 3.4080 0.07
H -2.3148 1.7415 4.8752 0.09
H 0.5436 -0.1633 -4.4553 0.14
H 2.1871 -2.6860 -2.2098 0.11
H -3.6115 -2.5818 -0.8644 0.06
H 0.9305 4.5133 -1.8130 0.08
H -0.7091 2.4893 -0.2082 -0.02
H -4.8810 2.4362 0.8692 0.06
H 1.8053 2.9524 4.0252 0.09
H -0.0557 1.5042 0.6006 -0.04
H -2.9319 3.6514 3.2542 0.10
H 1.7641 0.3463 -1.1863 -0.08
H 0.0225 0.4761 -1.9957 -0.16
H 1.0293 -4.9702 2.8156 0.00
H -2.9367 0.1021 0.1452 0.01
H 1.5656 0.8720 1.1200 -0.06
H -3.3188 -1.3389 0.2722 -0.06
H 1.4782 4.4091 1.9134 -0.03
H -2.3632 -5.0535 0.2425 0.09
H -0.8971 0.4903 2.4705 -0.07
H 1.4080 1.5614 -2.1150 0.00
H 3.7633 -1.2039 0.1265 0.09
H -1.3669 3.7839 3.7367 0.06
H -1.5921 0.8752 0.0888 0.05
H -0.2896 2.2702 -1.9184 -0.10
H -1.0894 1.1429 3.7738 -0.09
H 2.8645 -0.9441 -1.9055 0.10
H 1.2368 -0.8602 1.1073 -0.07
H 1.8544 -4.0580 1.5156 -0.16
H 2.4593 2.1314 -4.3634 0.14
H -3.0516 -3.5172 0.9335 0.06
H 2.3338 -0.2624 2.1860 0.06
H -4.2933 -0.9309 -1.1954 0.02
H -1.4692 -4.4246 2.5153 0.11



[6]
17
Properties=species:S:1:pos:R:3:lowdin_charge:R:1 method="wB97M-V/def2-TZVPD" e_homo_ha=-0.096 charge=-1 energy_ha=-740.79586 homo_lumo_gap_ev=6.58 smiles="C[C@H](C[S-])NC(N)=O" multiplicity=1 e_above_lowest_ev=0.7658
S 1.8198 0.5368 -0.8547 0.14
O -1.8473 1.1403 0.6967 0.00
N -0.8477 -0.7370 -0.1645 0.04
N -1.4752 1.2058 -1.5017 0.09
C 1.6433 -0.9719 0.2078 -0.70
C 0.2143 -1.2455 0.6981 -0.45
C -0.0525 -0.7241 2.1106 -0.08
C -1.3231 0.5705 -0.2424 -0.63
H -0.9222 -1.1807 -1.0686 0.12
H 0.8819 -0.6403 2.7035 0.08
H 2.3892 -0.9945 1.0014 0.03
H 2.0110 -1.7862 -0.4417 0.02
H 0.2153 -2.3532 0.7817 0.12
H -1.5367 2.2124 -1.4547 0.08
H -0.7031 1.0773 -2.1504 0.03
H -0.4567 0.2677 2.2371 0.05
H -0.8087 -1.3473 2.5912 0.07



In order of appearance, strongest force on any atom = 0.783 0.878 9.751 4.103 14.383 1.987 eV Å⁻¹.